20
Properties=species:S:1:pos:R:3:forces:R:3 method="wB97M-V/def2-TZVPD" orbital_gap_ev="8.0286 / 8.0281" e_tot_ha=-328.105865 lumo_ev="0.85 / 0.85" de_lowest_kj_mol=559.2
H -0.30282 1.61658 0.70172 0.0 -0.1 0.0
H 1.89066 0.57195 -1.78919 0.0 0.0 0.0
H -1.93194 0.15883 -1.19680 0.1 -0.2 -0.2
C 0.81361 0.51866 -1.62293 0.1 0.1 0.2
H 0.36906 -0.06713 -2.42574 0.0 0.0 0.1
N -1.52567 -0.31422 -0.39399 0.6 0.0 -0.2
H 0.41312 1.53199 -1.67355 0.0 0.0 0.0
H -1.71606 -2.00502 0.79342 0.0 0.0 0.0
O -0.22310 -0.06899 1.96051 -0.2 0.0 0.0
C 0.49281 -0.12235 -0.30447 -2.9 -0.5 -0.8
H 2.30606 1.83201 0.39625 0.1 0.0 0.0
H -2.07000 -2.32718 -0.90710 0.0 0.0 0.1
H -3.24506 -1.46778 0.10130 0.1 0.0 0.0
C 2.11718 0.87634 0.87901 -1.1 0.5 0.7
H 2.13308 0.95173 1.96224 0.2 0.1 0.0
H 2.81527 0.10853 0.55404 -0.2 -0.1 -0.2
C -2.16857 -1.57528 -0.10683 0.0 -0.2 -0.2
H -0.97766 0.34123 2.39813 0.1 0.0 0.0
C 0.02220 0.58885 0.80650 3.3 0.5 0.5
H 0.78784 -1.14875 -0.13254 0.0 0.0 0.1